C22H62AlBBrN13O26P as an isolated structure, computed with ωB97M-V/def2-TZVPD.

```
127
Properties=species:S:1:pos:R:3:forces:R:3
O -1.162210 -5.508424 2.894113 -0.2242 -0.1643 0.1210
Al -1.328958 0.476744 0.766317 -0.3277 0.0173 -0.2462
C -2.553494 -4.731618 4.581503 -0.0403 0.0391 -0.1126
C 1.019045 -1.371080 -5.796401 0.0020 -0.0678 -0.0072
P 0.572981 -0.755987 1.513569 0.0771 0.3794 0.4559
N 10.781287 -4.157787 -1.890863 0.0216 -0.0046 -0.0001
N -4.868983 5.337856 1.534257 -0.0100 0.0550 -0.0878
C -2.920235 -0.151878 1.872881 -0.0197 0.1233 -0.1214
N -5.357760 1.468145 -1.724397 0.0457 0.0911 0.0921
O -5.199365 0.332736 -2.110007 -0.0632 0.0048 0.0514
B -0.896559 2.513976 1.446094 -0.0723 -0.0568 -0.0756
H 1.563468 1.493616 5.009462 0.0051 -0.0167 0.0106
H -0.830891 -2.599242 2.331662 -0.0143 0.0559 -0.0811
H -1.016094 -0.252025 -3.149775 0.0958 -0.0306 -0.0033
H -6.038981 1.972263 -3.640600 0.0005 0.0030 0.0031
O -0.537957 6.612680 2.962372 -0.0117 0.0731 -0.0042
N 1.587942 10.015196 -5.294243 -0.0191 0.0395 -0.0198
O -5.100665 5.460830 2.719325 0.0053 -0.0043 -0.0341
N -0.470234 6.345177 -1.508937 -0.0097 -0.0105 0.2356
H 1.512807 -7.559258 3.296023 0.0399 0.0148 0.0123
C 9.507904 -4.150544 -1.118365 -0.0421 -0.0224 -0.0469
O -0.273905 -4.373814 4.493730 -0.0694 -0.2385 0.1102
H -0.719528 6.946979 5.318913 -0.0052 -0.0011 -0.0091
O 2.790839 -7.778908 0.578281 0.0034 -0.0264 0.0515
C 1.392553 -7.114327 2.312662 0.0128 -0.1021 -0.0389
O 7.407402 -2.947330 0.881239 -0.0191 -0.0720 -0.0085
N 6.716734 -3.625105 1.622415 0.0326 0.0247 0.0027
O -0.236858 3.487144 0.686062 -0.4309 0.4554 0.3740
H -3.614024 -5.442219 -5.490307 0.0069 0.0013 0.0064
N 1.968317 -2.159966 -4.958504 -0.0245 0.0818 -0.0273
H -1.350223 -3.753023 -2.455112 0.2452 -0.1589 0.1148
C -1.064060 -0.575496 -2.098366 -0.1869 0.1119 -0.3196
H -5.132015 3.255907 -2.768370 -0.0113 0.0172 0.0148
H 2.462058 0.333545 -1.454953 -0.0349 0.0332 -0.0187
H 1.133379 -6.065206 2.406758 0.0906 -0.2062 0.0924
N -1.711414 -4.650343 -5.104525 0.0435 0.0947 0.0500
C -3.914578 -1.125005 1.224312 -0.1704 -0.0419 0.2599
C -0.643840 7.927434 4.865021 0.0009 -0.0525 0.0076
H 0.107127 1.939142 4.051169 0.0551 -0.0009 0.1249
H 0.243697 8.461195 5.190930 -0.0096 0.0230 -0.0051
H -0.610259 3.526497 -0.201391 0.5340 -0.4087 -0.2025
H 0.631055 -4.577021 1.840603 -0.0836 0.4689 -0.2753
O -0.809213 -3.945915 -5.509762 -0.0645 0.0061 -0.0640
H 5.621814 -4.688637 0.202229 -0.0113 0.0219 -0.0209
O 2.561162 9.568270 -5.864632 -0.0278 0.0127 0.0175
O 11.718218 -3.552244 -1.411800 -0.0206 -0.0195 -0.0204
O -0.507422 5.177953 -1.831642 -0.0765 -0.0078 -0.2351
H -4.280659 3.646531 0.463363 0.0219 0.0142 -0.0224
O 0.843212 10.863243 -5.744715 0.0309 -0.0315 0.0117
O -0.435410 8.753468 2.717455 0.0001 -0.0313 0.0149
H -1.218064 1.527746 -1.597633 0.1267 -0.0405 0.0569
N -0.529172 7.744090 3.391573 -0.0156 -0.0143 0.0178
C 2.179237 0.427865 -0.405112 0.1574 -0.0562 0.0727
O -5.440937 5.949737 0.650264 0.0223 -0.0243 0.0493
H -4.134226 -0.852608 0.190258 0.0575 0.0368 -0.0343
H -1.434806 7.288726 0.083492 0.0220 0.0536 -0.0096
O 10.808001 -4.764577 -2.942652 0.0023 0.0196 0.0321
C -3.346067 -2.522096 1.270860 0.2977 0.2455 0.0001
O -1.289418 0.112316 5.210722 -0.0317 -0.0141 0.0734
H 9.718771 -4.581188 -0.144448 0.0102 0.0422 0.0181
H -0.043480 -0.845546 -1.830749 0.0160 -0.0003 0.1565
C 0.806721 -3.620706 1.336774 -0.0014 -0.0238 0.1112
C -1.931422 -1.847597 -2.051502 0.1753 -0.1321 -0.1365
H 0.277295 9.061808 -3.969209 -0.0077 0.0235 -0.0033
H -3.282988 -5.241408 3.963206 -0.0029 0.0132 -0.0109
H -3.389953 3.923019 1.994676 0.0739 0.0085 0.1071
H -1.586301 -3.514484 -0.886606 0.0482 0.0135 0.0116
O -1.722891 -5.227585 -4.040022 -0.0488 -0.0971 -0.0605
O -5.122545 1.875766 -0.602008 -0.0540 -0.1733 -0.1013
H 1.329967 1.111793 -0.332386 -0.0524 -0.0436 -0.1208
H -2.698911 0.643874 -1.445362 -0.1321 0.0104 0.0173
H 3.006894 0.909539 0.119403 -0.0456 0.0275 0.0222
H 2.014119 8.756309 -3.669497 0.0010 0.0014 -0.0142
N -1.188264 -3.084763 -1.713754 -0.3033 0.1999 -0.1031
H -2.775373 -1.698246 -1.372259 0.0498 0.0121 0.0520
C -0.560781 6.658137 -0.053010 -0.0330 -0.0667 -0.0355
H -0.628521 5.720936 0.489557 0.0759 0.0088 0.0255
H -1.922837 2.498438 3.084256 0.3983 -0.3692 0.2274
N 2.711548 -7.180930 1.630096 0.0019 0.0985 -0.0244
C 1.876390 -0.947439 0.210036 0.0839 -0.0908 -0.0404
C 5.409897 -4.096844 1.087711 -0.0611 0.0491 0.0562
H 1.614928 -1.673087 -0.563358 -0.1516 0.0718 -0.0169
H -3.302044 -3.800035 -6.149308 0.0142 0.0052 -0.0127
H -3.063039 4.946862 0.568195 0.0013 -0.0133 -0.0131
H 0.375017 -3.657038 0.336944 -0.0117 -0.0060 -0.0469
O 0.700001 -0.710172 5.312251 -0.0903 -0.0688 0.1697
C 0.243351 -2.471292 2.173918 0.2980 -0.1393 0.0362
H -2.381480 -2.570192 0.767836 -0.0358 -0.0171 -0.0476
H -2.554444 -5.217617 -6.927343 0.0076 0.0251 -0.0087
H -2.758643 -3.667149 4.655979 0.0528 0.0234 0.0434
H 1.025670 -1.793351 -6.793793 -0.0194 -0.0079 0.0094
C -3.811032 4.378706 1.113410 -0.0825 0.0171 0.0007
C -5.878764 2.470803 -2.692432 0.0343 -0.0163 -0.0798
C -1.623870 0.569146 -1.240507 0.0277 -0.1176 0.0903
O -0.365961 7.277710 -2.285778 0.0333 -0.0309 0.0140
H 1.284114 10.347978 -3.260484 -0.0372 0.0016 0.0003
H -6.800015 2.869860 -2.278692 0.0206 0.0210 0.0189
O 2.562263 -3.077978 -5.490289 -0.0074 0.0119 0.0158
H 8.777925 -4.729346 -1.670714 0.0011 0.0047 0.0018
H -3.487277 0.757113 2.124344 0.0450 0.0127 -0.0071
H 4.916103 -4.684083 1.849389 0.0198 -0.0136 0.0210
O 2.089675 -1.814805 -3.805621 0.0505 -0.0440 -0.0071
H 0.041762 -1.446174 -5.330030 0.0164 0.0099 0.0463
H -1.529565 8.529220 5.044128 0.0082 0.0167 -0.0039
H 1.361195 -0.340420 -5.786079 0.0050 -0.0020 0.0488
H -3.199802 -2.859658 2.295166 -0.1239 -0.0738 -0.0242
H 0.669379 -7.646757 1.707661 0.0046 0.0006 -0.0127
H 0.112929 2.191686 5.820773 -0.0401 0.0170 -0.0180
H -2.475885 -5.170527 5.571710 0.0025 0.0439 0.0171
H 9.196997 -3.118168 -0.998263 0.0297 0.0057 0.0297
H 4.835800 -3.214530 0.818045 0.0154 0.0152 -0.0434
H -4.878614 -1.121753 1.749950 0.0099 -0.0835 -0.0376
H 0.689505 -2.530379 3.170331 -0.0358 0.0777 -0.0795
H 0.333362 7.209585 0.218356 -0.0107 0.0398 -0.0165
H -2.589265 -0.553297 2.841269 -0.0314 -0.0014 0.0028
Br -4.490433 -3.836881 0.397323 -0.0758 -0.1501 -0.0160
C 0.483678 1.575805 5.005773 0.1032 -0.1161 -0.0279
O 7.024087 -3.940386 2.750989 -0.0021 0.0046 -0.0329
O -1.145886 2.968563 2.759150 -0.2856 0.3183 -0.4000
H -2.372875 -1.992676 -3.045261 -0.1397 0.0518 0.0636
N -1.219906 -4.882132 3.936344 0.0562 0.0777 0.0463
N -0.075606 0.212602 5.201639 0.1422 0.0147 -0.2431
C 1.270496 9.497146 -3.934789 0.0425 -0.0748 0.0117
O 3.636717 -6.604448 2.171779 -0.0125 -0.0982 0.0028
C -2.901660 -4.796486 -5.988677 -0.0035 -0.0358 0.0283
H 2.784403 -1.329890 0.687259 0.0219 -0.0012 -0.0206
H 1.886996 -3.510510 1.222330 0.0322 0.0204 -0.0425
```
Forces are in eV/Å.

Properties
* E_HOMO: -3.7 eV
* LUMO: 0.0528 Ha
* electronic energy: -6725.180445 hartree
* molar mass: 1073.5 g mol⁻¹
* net charge: -1
* frontier orbital gap: 5.16 eV